No. 1
An isolated molecule of C7H15N at a distorted geometry. Source: the Open Molecules 2025 dataset; level of theory: wB97M-V/def2-TZVPD.

Structure (ORCA input):
```
! wB97M-V def2-TZVPD RIJCOSX def2/J DEFGRID3
* xyz 0 1
H -0.633 1.905 1.585
H -0.820 -1.022 -1.970
C 0.257 -0.809 -2.046
C 0.290 0.025 3.199
N 0.553 0.289 -1.106
H -0.713 -0.584 0.434
C -1.743 0.966 -0.466
H 2.145 -1.815 -1.487
C -0.387 0.358 -0.003
C 0.166 1.331 1.097
H 0.734 1.196 -1.510
H -1.756 1.768 -1.218
H -0.702 0.254 3.593
C 0.865 0.560 2.130
C 1.089 -2.026 -1.660
H 0.641 -2.387 -0.728
H 0.664 -0.715 3.917
H 0.456 -0.603 -3.117
H 1.023 -2.786 -2.456
H -2.314 0.215 -1.004
H 1.888 0.266 1.898
H -2.391 1.431 0.332
H 0.689 2.180 0.586
*
```

As for the lowest unoccupied orbital energy: 1.12 eV. Its energy above the lowest of the compared OMol25 structures with the same formula, charge and spin is 173.92 kJ/mol. For the strongest force on any atom, the calculation gives 3.4 eV Å⁻¹. The value obtained for the energy is -8990.687 eV. The SMILES is C=CC[C@@H](C)NCC. The HOMO-LUMO gap comes out at 0.3521 Ha. The HOMO energy comes out at -8.46 eV. The value obtained for the molar mass is 113.20 g/mol.

These are the Löwdin partial charges, in e, on atoms 1 to 2: number 1, H, carries 0.103; number 2, H, carries 0.096

No. 2
An isolated molecule of C4H11ClNP at a distorted geometry. Source: the Open Molecules 2025 dataset; level of theory: wB97M-V/def2-TZVPD.

Structure (ORCA input):
```
! wB97M-V def2-TZVPD RIJCOSX def2/J DEFGRID3
* xyz 0 1
C -0.531 -0.686 0.576
H 1.580 0.709 1.977
N -1.672 -0.857 -0.324
H 0.691 0.245 -1.742
H -0.559 -0.804 1.635
Cl -2.860 0.364 0.133
H -0.289 -3.175 0.402
P 0.775 -2.025 0.170
H -0.975 0.939 -1.735
H 2.246 0.690 0.370
C 1.358 0.965 0.914
H 0.659 2.090 -1.528
H 0.711 -2.139 -1.262
H 1.596 2.121 0.972
H -2.118 -1.749 -0.189
C 0.073 1.024 -1.248
C -0.004 0.779 0.223
H -0.681 1.509 0.656
*
```

As for the lowest unoccupied orbital energy: 0.81 eV. Its energy above the lowest of the compared OMol25 structures with the same formula, charge and spin is 80.27 kJ/mol. For the strongest force on any atom, the calculation gives 4.1 eV Å⁻¹. The value obtained for the energy is -27624.995 eV. The SMILES is CC(C)[C@H](P)NCl. The HOMO-LUMO gap comes out at 0.3845 Ha. The HOMO energy comes out at -9.65 eV. The value obtained for the molar mass is 139.57 g/mol.

These are the Löwdin partial charges, in e, on atoms 1 to 2: number 1, C, carries -0.676; number 2, H, carries 0.079

No. 3
An isolated molecule of C12H21N5O3 at a distorted geometry. Source: the Open Molecules 2025 dataset; level of theory: wB97M-V/def2-TZVPD.

Structure (ORCA input):
```
! wB97M-V def2-TZVPD RIJCOSX def2/J DEFGRID3
* xyz 0 1
H 2.562 -0.042 -2.458
H -4.807 -2.380 0.462
N 4.590 -1.740 0.498
C 1.130 1.381 0.565
C 4.189 -1.209 -0.712
O -2.282 1.680 1.155
H -0.424 -1.783 -0.104
H -3.807 -0.139 -1.425
H 2.407 3.299 -0.704
H -4.172 0.424 1.131
H -4.374 -1.772 -1.890
H 4.779 -1.183 -1.634
N 2.742 2.336 -0.889
C 2.026 0.026 -1.472
H -3.238 2.295 -0.891
N 0.053 0.543 0.852
O -2.497 1.712 -1.095
C -4.746 -1.339 0.177
H 0.776 1.778 -1.587
C 3.541 -1.674 1.304
H 3.176 2.125 0.018
C -1.353 -1.284 0.086
H -2.563 -2.904 -0.892
N -4.209 -0.575 1.292
C -2.423 -1.797 -0.942
H 5.388 -2.368 0.564
H -5.786 -1.072 -0.131
H -4.711 -0.710 2.171
C -0.976 0.151 -0.130
C -3.873 -1.190 -1.098
H 1.126 -0.587 -1.531
H -0.402 0.641 1.740
C 2.889 -0.828 -0.595
O 1.613 2.063 1.459
C -1.937 1.308 0.061
H -1.670 -1.568 1.121
H -0.607 0.273 -1.157
N 2.495 -1.163 0.693
H -1.966 -1.676 -2.026
H 3.632 -2.084 2.330
C 1.584 1.453 -0.974
*
```

As for the lowest unoccupied orbital energy: 0.60 eV. Its energy above the lowest of the compared OMol25 structures with the same formula, charge and spin is 212.32 kJ/mol. For the strongest force on any atom, the calculation gives 3.9 eV Å⁻¹. The value obtained for the energy is -26377.251 eV. The SMILES is NCCCC[C@H](NC(=O)[C@@H](N)Cc1c[nH]cn1)C(=O)O. The HOMO-LUMO gap comes out at 0.3435 Ha. The HOMO energy comes out at -8.74 eV. The value obtained for the molar mass is 283.33 g/mol.

These are the Löwdin partial charges, in e, on atoms 1 to 2: number 1, H, carries 0.133; number 2, H, carries 0.100